# 1
# C3H2HgO2

C3H2HgO2 as an isolated structure in a non-equilibrium geometry (ωB97M-V with the def2-TZVPD basis set, the Open Molecules 2025 dataset).

Summary:
Molecular weight = 270.64 u
Electronic energy = -11385.6464 eV
Relative energy (zero: lowest compared OMol25 entry of this formula, charge and spin) = 185.4 kJ/mol
Max |F| = 3.4 eV/A

Structure (ORCA input):
```
! RIJCOSX wB97M-V def2-TZVPD def2/J DEFGRID3
* xyz 2 1
Hg -3.18 -0.45 0.18
O -0.48 0.08 -1.18
O -0.29 -0.08 0.93
C -1.12 -0.18 -0.03
C 1.03 0.00 0.40
C 0.86 0.16 -0.99
H 1.45 1.21 -0.09
H 1.72 -0.75 0.80
*
```


# 2
# C36H41ClHgN11O5SSe2Te2

C36H41ClHgN11O5SSe2Te2 as an isolated structure in a non-equilibrium geometry (ωB97M-V with the def2-TZVPD basis set, the Open Molecules 2025 dataset).

Summary:
Molecular weight = 1389.03 u
Electronic energy = -237437.8417 eV
Relative energy (zero: lowest compared OMol25 entry of this formula, charge and spin) = 105.3 kJ/mol
<S²> = 0.76
Max |F| = 1.2 eV/A

Structure (ORCA input):
```
! RIJCOSX wB97M-V def2-TZVPD def2/J DEFGRID3
* xyz -2 2
Hg 0.44 0.09 -2.94
Te -1.09 -2.63 -7.35
Te -4.01 -2.67 -4.31
Se -0.28 -1.50 -5.38
Se -2.13 -1.04 -3.89
Cl -6.45 -0.50 1.68
S -2.17 2.65 -2.26
O -0.60 -2.38 4.94
O -3.19 3.41 -2.96
O 2.20 1.43 -2.42
O 3.42 0.69 -2.62
O -2.61 1.56 -1.41
N 0.20 -5.36 -1.16
N -0.36 0.42 1.55
N -0.42 -0.93 1.59
N 0.21 1.90 -5.06
N -0.97 2.17 -3.16
N 0.56 -3.35 -2.40
N -1.54 -4.24 -2.14
N 2.38 -4.45 -1.39
N 2.01 -6.34 -0.14
N 0.04 -0.44 -0.47
N 2.31 -1.33 -3.25
C -1.22 4.72 1.10
C -4.11 0.68 2.39
C 5.02 -1.98 -3.46
C -0.19 -1.42 0.37
C 2.28 -0.54 3.26
C 0.30 6.66 1.62
C -0.22 -4.33 -1.91
C -2.87 0.10 4.38
C 0.67 2.28 -6.24
C -0.30 5.67 0.66
C 4.12 -2.84 -2.76
C -0.65 2.69 -4.39
C -1.76 3.79 0.22
C 1.85 -3.46 -2.13
C -0.59 4.27 -6.19
C 1.52 -5.33 -0.94
C 3.24 -0.30 -3.64
C -0.79 -1.70 2.77
C -1.66 0.24 5.27
C -5.07 -0.26 2.72
C 2.12 -1.88 5.34
C 2.80 -2.46 -2.72
C 1.78 -2.97 3.15
C -0.48 4.74 -1.57
C 0.06 5.66 -0.69
C -0.02 -1.40 4.06
C -4.95 -1.03 3.87
C -3.85 -0.84 4.68
C -3.03 0.86 3.23
C -1.09 3.90 -4.96
C 0.32 3.46 -6.86
C 4.62 -0.79 -3.93
C -0.08 0.66 0.29
C -0.30 0.02 4.60
C 1.52 -1.68 3.94
C -1.40 3.80 -1.11
H 1.36 1.58 -6.72
H 2.25 0.38 3.85
H -0.92 5.21 -6.63
H -2.45 3.04 0.57
H 3.33 -0.83 3.16
H -0.25 -2.25 5.82
H -1.64 1.25 5.69
H 0.76 7.49 1.08
H -1.89 -3.59 -2.83
H 4.42 -3.79 -2.37
H 1.86 -1.08 6.03
H 0.09 1.66 -0.09
H 2.83 -3.26 3.25
H 6.05 -2.31 -3.63
H -1.86 -1.56 2.96
H 2.81 0.24 -4.50
H 3.21 -1.91 5.27
H -0.15 4.72 -2.60
H 5.28 -0.13 -4.47
H 0.73 3.73 -7.82
H -3.73 -1.47 5.56
H 1.59 -2.85 2.08
H -5.70 -1.77 4.10
H 1.17 -3.80 3.52
H -1.83 4.50 -4.46
H -2.10 -5.05 -1.93
H -0.45 7.06 2.30
H -0.64 -2.75 2.52
H -0.21 -2.48 0.15
H 3.00 -6.49 -0.24
H -1.78 -0.45 6.11
H -0.19 0.71 3.76
H 1.08 6.19 2.23
H 0.79 6.38 -1.05
H 1.43 -7.15 -0.08
H -2.26 1.58 2.94
H 1.91 -0.30 2.27
H 1.80 -2.83 5.78
H -1.50 4.70 2.15
H -4.21 1.24 1.46
H 0.48 0.29 5.32
*
```


# 3
# C45H56BrN5NaO3PSe

C45H56BrN5NaO3PSe as an isolated structure in a non-equilibrium geometry (ωB97M-V with the def2-TZVPD basis set, the Open Molecules 2025 dataset).

Summary:
Molecular weight = 927.80 u
Electronic energy = -210263.6484 eV
Max |F| = 3.8 eV/A

Structure (ORCA input):
```
! RIJCOSX wB97M-V def2-TZVPD def2/J DEFGRID3
* xyz -2 1
Br 3.45 -2.89 2.47
Se 4.42 -3.07 -1.38
P -0.76 -3.07 -1.13
Na -0.49 2.17 1.02
O -2.58 2.83 5.04
O -1.81 0.12 0.98
O -3.35 4.42 -1.80
N -1.59 3.11 -1.03
N 4.49 -1.82 -5.92
N 2.26 0.98 1.72
N -2.58 3.22 1.47
N -0.94 2.37 3.41
C -3.05 3.28 2.72
C 4.69 -0.91 -4.95
C 0.53 4.43 4.46
C 0.71 -4.36 0.78
C 1.20 -2.46 -3.20
C -2.67 3.78 -0.95
C 3.29 -1.03 2.51
C 0.93 4.48 -0.81
C -0.74 3.16 -2.15
C -2.26 1.52 -3.18
C 1.06 2.89 -4.23
C -4.36 3.68 3.01
C -2.67 -4.77 -2.43
C -2.66 -0.72 0.75
C 4.23 -3.06 -5.50
C -3.69 -0.64 -0.31
C 1.14 0.52 5.89
C 2.47 -0.37 1.62
C -3.33 3.67 0.43
C -2.39 -2.29 -3.22
C 4.47 -2.54 -3.18
C 3.83 1.10 3.47
C 2.95 1.70 2.55
C 1.81 1.56 6.57
C 1.61 2.86 6.08
C -0.07 -4.64 -0.53
C -0.64 -0.37 4.27
C -1.69 -3.65 -2.65
C 4.27 -3.44 -4.19
C -0.12 2.16 -4.24
C -4.63 4.09 0.69
C -2.11 2.83 3.84
C -1.03 2.27 -3.24
C 0.19 0.72 4.87
C 4.66 -1.19 -3.61
C 0.75 -2.12 -1.74
C 0.76 3.06 5.00
C 0.46 3.80 -2.04
C 0.57 -0.62 -1.53
C -2.86 -1.85 1.72
C 0.77 -5.48 -1.46
C 3.93 -0.27 3.43
C -5.10 4.13 1.98
C -0.04 1.99 4.46
C 1.34 3.72 -3.15
H 4.23 1.71 4.23
H 1.68 2.89 -5.10
H 1.99 3.68 6.67
H 1.47 -3.68 0.57
H -2.17 -5.58 -1.98
H -0.16 -0.11 -2.16
H -0.32 -0.50 3.25
H 0.25 -0.39 -0.45
H 1.51 -2.51 -1.08
H -4.71 3.72 4.02
H 1.52 3.80 -0.24
H -1.66 0.05 4.23
H -1.64 -1.50 -3.20
H 1.53 -3.50 -3.23
H 2.40 1.37 7.45
H -3.54 0.23 -0.87
H 4.97 0.14 -5.29
H 4.55 -0.74 4.11
H -4.68 -0.57 0.14
H 4.03 -4.49 -4.00
H 1.30 5.11 4.80
H 0.37 -2.30 -3.92
H -3.08 -5.05 -3.43
H 4.20 -3.84 -6.29
H -6.08 4.48 2.05
H -1.02 -3.95 -3.41
H 2.08 -1.86 -3.44
H -1.02 -5.15 -0.32
H -2.65 -2.40 -4.26
H -1.79 -1.97 2.08
H 2.83 2.78 2.50
H 1.60 5.28 -1.12
H 1.53 -0.24 -1.83
H 1.39 -0.53 6.24
H -0.57 -1.31 4.87
H -2.47 1.07 -4.15
H 1.80 -5.07 -1.57
H -3.39 -2.74 1.38
H 4.73 -0.50 -2.74
H -5.34 4.40 -0.10
H 1.23 -5.27 1.16
H 2.31 4.22 -3.04
H 0.44 4.39 3.40
H -0.22 1.42 -4.98
H 0.17 -3.98 1.63
H -3.59 -4.53 -1.76
H -3.50 -1.43 2.53
H 1.91 -0.95 0.83
H 0.44 -5.65 -2.44
H -3.16 2.15 -2.91
H -3.34 -2.07 -2.65
H 0.21 4.86 -0.08
H 0.98 -6.42 -0.94
H -0.54 4.77 4.76
H -2.37 0.76 -2.43
H -3.66 -1.50 -0.93
*
```


# 4
# C2H8O5P2

C2H8O5P2 as an isolated structure in a non-equilibrium geometry (ωB97M-V with the def2-TZVPD basis set, the Open Molecules 2025 dataset).

Summary:
Molecular weight = 174.03 u
Electronic energy = -31019.5623 eV
Relative energy (zero: lowest compared OMol25 entry of this formula, charge and spin) = 371.8 kJ/mol
Max |F| = 5.1 eV/A

Structure (ORCA input):
```
! RIJCOSX wB97M-V def2-TZVPD def2/J DEFGRID3
* xyz 0 1
P -1.60 0.16 -0.44
P 1.24 1.03 -0.86
O -2.36 1.38 -1.12
O -0.20 1.85 -0.28
O -1.66 -0.15 0.98
O 0.49 -0.14 -1.51
O -2.19 -0.96 -1.34
C 1.70 -1.31 0.96
C 1.50 0.24 0.96
H 2.63 -1.75 0.46
H 2.36 0.75 1.30
H -1.97 -1.90 -1.17
H 0.84 0.43 1.68
H -0.36 2.67 -0.78
H 0.73 -1.65 0.65
H 1.97 -1.54 2.05
H -3.11 0.90 -1.56
*
```